No. 1
DFT (ωB97M-V with the def2-TZVPD basis set) results for 8 unconnected molecules or ions with the total composition C24H64O8 at a distorted geometry.

XYZ file:
```
96
C24H64O8 | the OMol25 dataset | ωB97M-V with the def2-TZVPD basis set
C 19.125 -5.281 15.701
C 19.371 -6.750 15.318
C 18.315 -7.550 14.647
O 20.532 -6.921 14.627
H 18.118 -5.174 16.105
H 18.991 -4.735 14.767
H 19.874 -4.870 16.377
H 19.508 -7.281 16.261
H 17.650 -6.978 13.999
H 17.563 -7.822 15.388
H 18.649 -8.453 14.137
H 21.288 -6.925 15.218
C 12.627 -6.460 14.447
C 14.060 -6.538 14.962
C 14.523 -5.316 15.904
O 14.182 -7.667 15.838
H 12.688 -5.738 13.634
H 11.976 -6.106 15.247
H 12.393 -7.490 14.178
H 14.663 -6.697 14.068
H 14.713 -4.340 15.457
H 15.448 -5.568 16.422
H 13.945 -5.042 16.787
H 13.359 -7.599 16.328
C 15.218 -9.639 19.711
C 15.460 -8.539 18.653
C 16.466 -7.460 18.931
O 15.753 -9.052 17.491
H 14.964 -9.236 20.692
H 16.090 -10.288 19.779
H 14.268 -10.140 19.521
H 14.447 -8.137 18.627
H 16.308 -6.735 19.730
H 16.493 -6.772 18.086
H 17.518 -7.704 19.081
H 15.392 -8.432 16.853
C 18.119 -5.016 21.290
C 17.406 -4.752 22.646
C 17.160 -3.284 23.012
O 16.050 -5.258 22.558
H 18.307 -6.083 21.169
H 19.093 -4.527 21.311
H 17.520 -4.642 20.460
H 17.892 -5.322 23.438
H 17.925 -2.647 22.568
H 17.251 -3.118 24.085
H 16.166 -2.903 22.777
H 15.555 -5.150 23.374
C 12.609 -10.425 17.003
C 11.680 -9.897 17.977
C 10.286 -9.446 17.383
O 11.538 -10.627 19.115
H 12.159 -11.357 16.661
H 13.621 -10.561 17.382
H 12.687 -9.756 16.145
H 12.081 -8.899 18.154
H 9.882 -8.701 18.068
H 9.517 -10.193 17.184
H 10.656 -9.112 16.414
H 10.697 -10.538 19.569
C 19.130 -11.289 20.666
C 20.213 -11.439 19.586
C 21.706 -11.549 19.974
O 20.020 -12.522 18.747
H 18.154 -11.435 20.204
H 19.287 -10.395 21.270
H 19.160 -12.073 21.422
H 20.148 -10.496 19.042
H 21.868 -10.778 20.728
H 22.550 -11.381 19.305
H 22.000 -12.498 20.423
H 19.218 -12.389 18.236
C 17.970 -12.294 15.726
C 16.423 -12.250 16.143
C 15.854 -13.654 15.891
O 16.318 -11.929 17.498
H 18.671 -12.934 16.263
H 18.242 -11.239 15.708
H 18.099 -12.743 14.742
H 15.793 -11.468 15.720
H 16.535 -14.476 16.113
H 15.616 -13.750 14.831
H 15.013 -13.721 16.581
H 16.030 -11.025 17.646
C 15.713 -2.913 18.152
C 16.717 -1.944 18.618
C 16.882 -1.818 20.161
O 17.917 -2.447 18.200
H 15.841 -3.970 18.387
H 15.592 -2.793 17.076
H 14.740 -2.600 18.528
H 16.634 -0.933 18.220
H 16.465 -0.942 20.659
H 17.909 -2.076 20.420
H 16.369 -2.698 20.549
H 17.816 -2.986 17.412
```

Output
F_max: 5.86 eV/Å
Energy above the lowest of the compared OMol25 structures with the same formula, charge and spin: 285.4 kJ/mol
Net charge: +1
2S+1: 2
Kohn-Sham gap (alpha / beta): 9.32 / 2.80 eV


No. 2
DFT (ωB97M-V with the def2-TZVPD basis set) results for a molecular structure, C4H7FO at a distorted geometry.

XYZ file:
```
13
C4H7FO | the OMol25 dataset | ωB97M-V with the def2-TZVPD basis set
C 1.291 -0.779 0.798
C 0.327 -0.113 -0.185
C -1.118 -0.593 -0.296
C -0.368 1.187 0.395
H 0.580 -0.858 1.714
H 2.267 -0.296 0.948
H 1.417 -1.793 0.445
H -1.650 -0.352 -1.315
H -1.289 -1.733 -0.007
H 0.226 1.613 1.242
H -0.392 1.955 -0.361
O -1.537 0.369 0.673
F 1.150 0.033 -1.368
```

Output
F_max: 3.30 eV/Å
Energy above the lowest of the compared OMol25 structures with the same formula, charge and spin: 173.0 kJ/mol
2S+1: 1
Kohn-Sham gap: 11.27 eV


No. 3
DFT (ωB97M-V with the def2-TZVPD basis set) results for a single CH5N3O molecule at a distorted geometry.

XYZ file:
```
10
CH5N3O | the OMol25 dataset | ωB97M-V with the def2-TZVPD basis set
N 0.127 -1.387 0.901
N -0.185 -1.502 -0.332
C -0.372 -0.241 -0.802
N 0.020 0.808 0.123
O -0.030 2.033 -0.669
H 0.981 -1.097 1.061
H 0.134 -2.253 1.138
H -0.882 0.190 -1.711
H -0.551 0.944 0.998
H 0.758 2.505 -0.705
```

Output
F_max: 10.80 eV/Å
Structure (SMILES): N/N=C\NO
Energy above the lowest of the compared OMol25 structures with the same formula, charge and spin: 462.7 kJ/mol
2S+1: 1
Kohn-Sham gap: 9.34 eV


No. 4
DFT (ωB97M-V with the def2-TZVPD basis set) results for 2 unconnected molecules or ions with the total composition C3H10O2S2 at a distorted geometry.

XYZ file:
```
17
C3H10O2S2 | the OMol25 dataset | ωB97M-V with the def2-TZVPD basis set
O 2.108 -0.471 -1.966
C 1.067 -1.439 -1.837
C 0.243 -1.282 -0.567
C 0.200 0.158 -0.034
S -1.379 0.701 0.728
S -1.905 -0.818 1.951
H 2.666 -0.538 -1.201
H 1.571 -2.412 -1.833
H 0.397 -1.232 -2.674
H 0.638 -1.882 0.265
H -0.774 -1.685 -0.557
H 0.323 1.027 -0.688
H 1.037 0.264 0.654
H -0.876 -0.774 2.780
O 2.090 2.676 -0.854
H 2.323 3.612 -0.821
H 2.779 2.301 -1.415
```

Output
F_max: 1.36 eV/Å
Structure (SMILES): OCCCSS.O
Energy above the lowest of the compared OMol25 structures with the same formula, charge and spin: 52.1 kJ/mol
2S+1: 1
Kohn-Sham gap: 9.02 eV